Run P
Entry from the OMol25 dataset: a 2-piece molecular cluster, H3OS2 overall (ωB97M-V with the def2-TZVPD basis set).

Values from the calculation:
Net charge: -1
Orbital gap, eV: 6.269
LUMO level, eV: 3.7

Bonds (Å) are listed after each position.
Cartesian coordinates (Å):
1 O 2.304 0.094 1.290  H2 0.986, H5 0.965
2 H 1.631 0.171 0.573  O1 0.986
3 S -0.010 0.669 -0.936  S4 2.102
4 S -1.127 -0.778 0.101  S3 2.102, H6 1.343
5 H 1.760 0.112 2.087  O1 0.965
6 H -2.325 -0.176 0.037  S4 1.343

Run Q
Entry from the OMol25 dataset: a 2-piece molecular cluster, H3OS2 overall (ωB97M-V with the def2-TZVPD basis set).

Values from the calculation:
Net charge: -1
Orbital gap, eV: 6.283
LUMO level, eV: 3.8

Bonds (Å) are listed after each position.
Cartesian coordinates (Å):
1 O 1.813 0.483 -0.122  H2 0.930, H5 0.964
2 H 2.059 0.633 0.763  O1 0.930
3 S -1.772 0.849 0.332  S4 2.122
4 S -1.228 -1.195 0.161  S3 2.122, H6 1.312
5 H 0.866 0.664 -0.111  O1 0.964
6 H -1.739 -1.433 -1.023  S4 1.312

Most stable to least stable, the ends of the list are run P and run Q.

Run P
Entry from the OMol25 dataset: an isolated molecule of C17H27NO2 (ωB97M-V with the def2-TZVPD basis set).

Values from the calculation:
SMILES: CCN(CC)Cc1cc(C(C)=O)ccc1OCC(C)C
Net charge: 0
Orbital gap, eV: 8.779
LUMO level, eV: 0.7

Bonds (Å) are listed after each position.
Cartesian coordinates (Å):
1 C 0.671 2.551 -1.832  C2 1.535, H21 1.088, H22 1.087, H23 1.087
2 C -0.744 2.305 -1.289  C1 1.535, N3 1.445, H24 1.094, H25 1.094
3 N -0.936 2.379 0.141  C2 1.445, C4 1.445, C6 1.449
4 C -0.853 3.681 0.761  N3 1.445, C5 1.535, H26 1.093, H27 1.098
5 C 0.537 4.175 1.188  C4 1.535, H28 1.086, H29 1.087, H30 1.088
6 C -0.335 1.299 0.897  N3 1.449, C7 1.508, H31 1.100, H32 1.095
7 C -0.983 -0.020 0.560  C6 1.508, C8 1.379, C15 1.406
8 C -2.354 -0.107 0.452  C7 1.379, C9 1.397, H33 1.079
9 C -3.001 -1.305 0.141  C8 1.397, C10 1.479, C13 1.393
10 C -4.477 -1.297 0.049  C9 1.479, C11 1.512, O12 1.212
11 C -5.152 -2.600 -0.315  C10 1.512, H34 1.088, H35 1.088, H36 1.087
12 O -5.124 -0.292 0.256  C10 1.212
13 C -2.220 -2.440 -0.062  C9 1.393, C14 1.381, H37 1.079
14 C -0.844 -2.375 0.043  C13 1.381, C15 1.394, H38 1.079
15 C -0.207 -1.174 0.354  C7 1.406, C14 1.394, O16 1.356
16 O 1.136 -1.034 0.478  C15 1.356, C17 1.413
17 C 1.976 -2.146 0.244  O16 1.413, C18 1.531, H39 1.099, H40 1.099
18 C 3.427 -1.686 0.407  C17 1.531, C19 1.526, C20 1.526, H41 1.095
19 C 3.791 -0.682 -0.683  C18 1.526, H42 1.087, H43 1.087, H44 1.088
20 C 4.364 -2.890 0.374  C18 1.526, H45 1.088, H46 1.087, H47 1.088
21 H 0.698 2.309 -2.892  C1 1.088
22 H 1.394 1.919 -1.321  C1 1.087
23 H 0.965 3.590 -1.713  C1 1.087
24 H -1.063 1.304 -1.596  C2 1.094
25 H -1.429 3.024 -1.748  C2 1.094
26 H -1.292 4.401 0.066  C4 1.093
27 H -1.490 3.653 1.655  C4 1.098
28 H 1.209 4.259 0.340  C5 1.086
29 H 0.980 3.497 1.913  C5 1.087
30 H 0.442 5.155 1.650  C5 1.088
31 H 0.751 1.212 0.750  C6 1.100
32 H -0.511 1.505 1.958  C6 1.095
33 H -2.950 0.781 0.600  C8 1.079
34 H -4.797 -2.951 -1.281  C11 1.088
35 H -4.933 -3.357 0.435  C11 1.088
36 H -6.227 -2.444 -0.363  C11 1.087
37 H -2.672 -3.389 -0.303  C13 1.079
38 H -0.268 -3.272 -0.119  C14 1.079
39 H 1.754 -2.944 0.966  C17 1.099
40 H 1.820 -2.535 -0.772  C17 1.099
41 H 3.507 -1.193 1.381  C18 1.095
42 H 4.795 -0.297 -0.526  C19 1.087
43 H 3.094 0.152 -0.671  C19 1.087
44 H 3.750 -1.153 -1.663  C19 1.088
45 H 4.126 -3.589 1.173  C20 1.088
46 H 5.394 -2.567 0.496  C20 1.087
47 H 4.278 -3.411 -0.577  C20 1.088

Run Q
Entry from the OMol25 dataset: an isolated molecule of C17H27NO2 (ωB97M-V with the def2-TZVPD basis set).

Values from the calculation:
SMILES: CCOc1cccc([C@]2(O)CCCC[C@@H]2CN(C)C)c1
Net charge: 0
Orbital gap, eV: 9.111
LUMO level, eV: 0.8

Bonds (Å) are listed after each position.
Cartesian coordinates (Å):
1 C 3.299 4.420 0.535  C2 1.471, H21 1.105, H22 1.175, H23 1.093
2 C 2.302 3.453 1.021  C1 1.471, O3 1.427, H24 1.064, H25 1.098
3 O 2.852 2.137 0.984  C2 1.427, C4 1.326
4 C 2.060 1.158 1.398  O3 1.326, C5 1.377, C20 1.487
5 C 2.633 0.263 2.275  C4 1.377, C6 1.459, H26 1.051
6 C 1.995 -0.990 2.663  C5 1.459, C7 1.333, H27 1.067
7 C 0.783 -1.248 2.171  C6 1.333, C8 1.489, H28 1.118
8 C 0.070 -0.323 1.248  C7 1.489, C9 1.594, C20 1.401
9 C -1.358 -0.670 0.629  C8 1.594, O10 1.401, C11 1.633, C15 1.587
10 O -2.096 0.452 0.231  C9 1.401, H29 1.020
11 C -2.282 -1.635 1.568  C9 1.633, C12 1.556, H30 1.095, H31 1.156
12 C -2.037 -3.169 1.480  C11 1.556, C13 1.568, H32 1.029, H33 1.117
13 C -1.536 -3.700 0.093  C12 1.568, C14 1.577, H34 1.079, H35 1.101
14 C -0.452 -2.757 -0.553  C13 1.577, C15 1.517, H36 1.108, H37 1.039
15 C -1.168 -1.434 -0.749  C9 1.587, C14 1.517, C16 1.546, H38 1.072
16 C -0.370 -0.720 -1.863  C15 1.546, N17 1.525, H39 1.056, H40 1.061
17 N -0.899 0.640 -2.309  C16 1.525, C18 1.491, C19 1.503
18 C -2.225 0.838 -2.960  N17 1.491, H41 1.133, H42 1.098, H43 1.094
19 C 0.117 1.629 -2.808  N17 1.503, H44 1.096, H45 1.078, H46 1.162
20 C 0.735 0.830 0.809  C4 1.487, C8 1.401, H47 1.115
21 H 3.951 4.652 1.397  C1 1.105
22 H 3.838 4.023 -0.431  C1 1.175
23 H 2.727 5.320 0.297  C1 1.093
24 H 1.400 3.524 0.462  C2 1.064
25 H 2.045 3.714 2.056  C2 1.098
26 H 3.562 0.509 2.701  C5 1.051
27 H 2.526 -1.670 3.291  C6 1.067
28 H 0.251 -2.199 2.420  C7 1.118
29 H -1.528 0.895 -0.491  O10 1.020
30 H -3.342 -1.479 1.342  C11 1.095
31 H -2.175 -1.406 2.696  C11 1.156
32 H -1.354 -3.473 2.187  C12 1.029
33 H -3.057 -3.503 1.790  C12 1.117
34 H -2.402 -3.878 -0.525  C13 1.079
35 H -1.086 -4.702 0.006  C13 1.101
36 H 0.417 -2.776 0.134  C14 1.108
37 H -0.197 -3.243 -1.435  C14 1.039
38 H -2.114 -1.532 -1.245  C15 1.072
39 H -0.380 -1.368 -2.697  C16 1.056
40 H 0.648 -0.585 -1.595  C16 1.061
41 H -2.627 -0.092 -3.467  C18 1.133
42 H -2.152 1.655 -3.690  C18 1.098
43 H -2.980 1.258 -2.289  C18 1.094
44 H 0.049 1.909 -3.865  C19 1.096
45 H 0.141 2.595 -2.331  C19 1.078
46 H 1.171 1.165 -2.649  C19 1.162
47 H 0.249 1.512 0.072  C20 1.115

Most stable to least stable, the ends of the list are run P and run Q.